(1)
This record from the OMol25 dataset describes a cluster of 2 separate species, C6H14N2O2 in total. The level of theory is ωB97M-V with the def2-TZVPD basis set.

Summary:
Structure (SMILES) = CNC(C)=O.CNC(C)=O
Calculated total energy = -13524.313 eV
Lowest unoccupied orbital energy = 0.5 eV
Gap between HOMO and LUMO = 10.3 eV
Relative energy (zero: lowest compared OMol25 entry of this formula, charge and spin) = 30.24 kcal/mol
F_max = 2.611 eV/Å

Geometry as XYZ:
```
24
Properties=species:S:1:pos:R:3:forces:R:3
C -0.689 -1.143 -2.646 0.5 2.4 0.9
N -0.040 -1.301 -1.328 -0.9 -0.5 -1.0
C 0.722 -2.407 -1.094 0.1 0.6 0.4
C 1.226 -2.507 0.306 0.7 -1.1 1.8
O 1.038 -3.185 -1.969 0.1 -0.1 -0.1
H -0.452 -1.912 -3.358 -0.3 -0.5 0.2
H -1.726 -0.823 -2.497 -0.1 -1.0 -0.2
H -0.273 -0.205 -3.026 0.2 -0.1 -0.5
H -0.546 -0.865 -0.574 0.3 -0.2 0.3
H 0.829 -1.875 1.103 -0.1 0.7 -0.6
H 1.013 -3.482 0.751 -0.2 -0.4 -0.6
H 2.324 -2.498 0.379 -0.3 0.4 -0.4
C 1.394 1.816 1.929 1.4 0.0 -0.4
N 0.312 2.129 1.015 -1.0 -0.5 0.7
C -0.945 1.563 1.334 0.9 0.2 -0.8
C -2.053 2.014 0.387 1.3 0.8 0.6
O -1.073 0.802 2.260 -0.6 0.1 0.3
H 1.617 2.650 2.604 -0.6 -0.3 0.3
H 1.218 0.864 2.430 -0.1 0.3 0.3
H 2.367 1.697 1.429 -0.5 0.0 -0.4
H 0.485 2.065 0.032 0.4 0.3 -0.3
H -3.001 1.593 0.698 0.0 -0.2 -0.5
H -2.059 3.107 0.479 -0.4 -0.1 0.2
H -1.689 1.901 -0.643 -0.6 -0.6 0.1
```
Positions in Å, forces in eV/Å.



(2)
This record from the OMol25 dataset describes a structure of composition C29H31ClN4PPd. The level of theory is ωB97M-V with the def2-TZVPD basis set.

Summary:
Calculated total energy = -61821.610 eV
Lowest unoccupied orbital energy = -3.6 eV
Gap between HOMO and LUMO = 4.9 eV
Relative energy (zero: lowest compared OMol25 entry of this formula, charge and spin) = 14.20 kcal/mol
F_max = 1.089 eV/Å
Total charge = +1

Geometry as XYZ:
```
67
Properties=species:S:1:pos:R:3:forces:R:3
Pd 0.237 0.496 0.445 -0.3 -0.7 0.2
N 0.961 0.886 3.262 -0.1 0.1 -0.3
C 0.068 1.751 3.807 -0.1 0.0 -0.2
C 0.097 2.092 5.147 0.0 0.0 0.1
C -0.792 3.031 5.696 0.2 -0.1 0.1
C -1.733 3.651 4.930 -0.1 0.1 -0.1
C -1.823 3.318 3.561 0.0 0.0 0.0
C -2.797 3.910 2.729 -0.1 0.1 0.2
C -2.890 3.546 1.422 0.0 0.0 -0.2
C -1.995 2.580 0.932 0.0 -0.1 0.1
N -1.052 2.012 1.653 0.1 0.2 0.1
C -0.944 2.365 2.977 0.0 0.0 -0.1
H 0.794 0.545 2.294 0.2 0.0 0.8
H 1.574 0.368 3.862 0.0 -0.1 0.0
H 0.837 1.619 5.784 0.0 0.1 0.0
H -0.722 3.262 6.751 0.0 0.0 0.0
H -2.415 4.381 5.351 0.0 -0.1 -0.1
H -3.474 4.644 3.155 0.1 -0.1 0.0
H -3.645 3.969 0.770 0.0 -0.1 0.0
H -2.084 2.236 -0.095 0.0 0.0 0.0
Cl 2.815 0.453 -0.087 0.3 -0.1 -0.1
C 3.243 -1.245 -0.248 -0.1 0.0 0.0
C 4.584 -1.532 -0.445 0.1 0.1 0.0
C 4.991 -2.849 -0.583 0.0 0.0 0.0
C 4.052 -3.868 -0.527 -0.1 0.0 0.0
C 2.712 -3.562 -0.328 0.0 0.0 0.0
C 2.269 -2.241 -0.182 0.0 -0.2 0.1
P 0.499 -1.838 0.163 -0.1 0.7 -0.8
C -0.140 -1.533 -1.554 0.0 0.0 -0.1
C -1.473 -1.111 -1.702 0.1 -0.1 -0.2
C -1.992 -0.808 -2.955 0.1 0.0 0.0
C -1.190 -0.904 -4.091 0.0 0.0 0.0
C 0.129 -1.317 -3.959 0.0 0.0 0.1
C 0.646 -1.636 -2.702 0.0 0.1 -0.1
C -0.202 -3.503 0.477 -0.1 0.0 0.3
C -0.831 -4.288 -0.490 0.0 -0.1 0.1
C -1.348 -5.538 -0.156 0.1 0.1 0.0
C -1.237 -6.015 1.143 0.0 0.0 0.0
C -0.615 -5.241 2.115 0.0 0.1 0.0
C -0.111 -3.990 1.785 0.0 0.0 0.0
H 5.302 -0.721 -0.484 -0.1 -0.1 0.0
H 6.041 -3.074 -0.730 -0.1 0.0 0.0
H 4.359 -4.903 -0.635 0.0 0.1 0.0
H 1.987 -4.366 -0.281 0.0 0.0 0.0
H -2.100 -1.035 -0.826 -0.1 0.0 0.1
H -3.032 -0.512 -3.048 0.0 0.0 0.0
H -1.598 -0.681 -5.071 0.0 0.0 0.1
H 0.755 -1.418 -4.838 0.0 0.0 0.0
H 1.677 -1.965 -2.617 -0.1 0.0 0.0
H -0.917 -3.932 -1.510 0.0 0.0 0.0
H -1.836 -6.139 -0.915 0.0 0.0 0.0
H -1.640 -6.989 1.400 0.0 0.1 0.0
H -0.535 -5.606 3.132 0.0 0.0 -0.1
H 0.359 -3.379 2.550 0.0 0.0 0.0
N -0.703 5.147 -3.369 0.0 -0.3 0.0
C -0.620 3.623 -3.321 -0.1 0.1 -0.1
C 0.210 3.190 -2.126 0.2 -0.2 0.3
N 0.213 1.764 -1.911 0.0 0.3 -0.2
H -1.255 5.484 -4.153 -0.1 0.0 -0.2
H 0.225 5.558 -3.444 0.2 0.0 0.0
H -1.120 5.508 -2.515 -0.1 0.0 0.2
H -0.191 3.292 -4.262 0.0 0.0 -0.1
H -1.638 3.251 -3.246 -0.1 0.1 0.0
H -0.185 3.679 -1.225 0.1 -0.1 0.0
H 1.241 3.533 -2.256 0.0 0.0 0.1
H 0.708 1.225 -2.610 0.1 0.0 0.0
H -0.709 1.366 -1.798 -0.1 -0.1 0.0
```
Positions in Å, forces in eV/Å.



(3)
This record from the OMol25 dataset describes an isolated molecule of CHN2P. The level of theory is ωB97M-V with the def2-TZVPD basis set.

Summary:
Structure (SMILES) = [H]/P=N/C#N
Calculated total energy = -13317.888 eV
Lowest unoccupied orbital energy = -1.4 eV
Gap between HOMO and LUMO = 9.5 eV
Relative energy (zero: lowest compared OMol25 entry of this formula, charge and spin) = 45.24 kcal/mol
F_max = 10.816 eV/Å

Geometry as XYZ:
```
5
Properties=species:S:1:pos:R:3:forces:R:3
H 2.289 -0.074 -0.243 2.5 1.2 -0.3
P 1.143 -0.657 0.066 -0.8 -3.9 0.4
N 0.380 0.669 0.038 -6.5 1.1 -0.2
C -1.368 0.159 0.094 10.4 2.9 0.3
N -2.445 -0.097 0.044 -5.7 -1.4 -0.2
```
Positions in Å, forces in eV/Å.



(4)
This record from the OMol25 dataset describes an isolated molecule of C4H7Cl3Si2. The level of theory is ωB97M-V with the def2-TZVPD basis set.

Summary:
Structure (SMILES) = C[Si](Cl)=C=C[Si](C)(Cl)Cl
Calculated total energy = -57585.237 eV
Lowest unoccupied orbital energy (alpha / beta) = -0.5 / -0.5 eV
Gap between HOMO and LUMO (alpha / beta) = 7.4 / 7.4 eV
Relative energy (zero: lowest compared OMol25 entry of this formula, charge and spin) = 0.00 kcal/mol
F_max = 5.403 eV/Å

Geometry as XYZ:
```
16
Properties=species:S:1:pos:R:3:forces:R:3
C -1.569 0.674 2.320 1.3 1.0 -0.3
Si -1.708 1.462 0.634 2.8 0.0 -1.6
Cl -2.625 3.238 0.086 0.0 -0.4 0.6
C -0.049 1.312 -0.125 0.3 -0.5 -0.1
C 0.927 0.740 -0.885 -5.0 1.9 0.9
Si 2.654 0.501 -0.867 2.0 -1.9 0.1
C 3.563 -0.475 -2.234 -1.7 -0.7 1.3
Cl 3.641 2.155 -0.577 1.3 2.2 0.3
Cl 2.708 -0.557 0.914 0.6 -0.5 0.1
H -1.626 1.285 3.214 -0.3 0.0 0.0
H -2.047 -0.249 2.368 -1.8 -1.2 0.4
H -0.545 0.307 2.251 0.4 0.4 0.0
H 0.422 0.226 -1.657 -0.4 -1.1 -1.2
H 3.584 -0.062 -3.211 -0.4 0.7 -0.8
H 4.595 -0.663 -1.985 0.2 -0.2 0.5
H 2.993 -1.426 -2.276 0.6 0.2 -0.1
```
Positions in Å, forces in eV/Å.



(5)
This record from the OMol25 dataset describes an isolated molecule of CH4FNO. The level of theory is ωB97M-V with the def2-TZVPD basis set.

Summary:
Structure (SMILES) = CONF
Calculated total energy = -7352.332 eV
Lowest unoccupied orbital energy = 0.8 eV
Gap between HOMO and LUMO = 11.1 eV
Relative energy (zero: lowest compared OMol25 entry of this formula, charge and spin) = 100.08 kcal/mol
F_max = 5.009 eV/Å

Geometry as XYZ:
```
8
Properties=species:S:1:pos:R:3:forces:R:3
C -0.443 0.371 0.415 -1.4 1.4 0.3
O 0.229 0.060 -0.822 0.6 1.5 0.4
N 0.164 -1.191 -1.243 1.2 -1.4 -4.7
F 1.354 -1.971 -0.803 -0.1 0.6 0.6
H 0.114 0.041 1.251 1.0 -0.4 0.7
H -1.449 -0.094 0.572 0.7 0.3 -0.9
H -0.531 1.531 0.521 0.2 -2.2 -0.7
H 0.624 -1.140 -2.399 -2.1 0.2 4.3
```
Positions in Å, forces in eV/Å.



(6)
This record from the OMol25 dataset describes an isolated molecule of C4H6ClN. The level of theory is ωB97M-V with the def2-TZVPD basis set.

Summary:
Structure (SMILES) = C[C@H](Cl)CC#N
Calculated total energy = -18254.722 eV
Lowest unoccupied orbital energy = 0.2 eV
Gap between HOMO and LUMO = 11.2 eV
Relative energy (zero: lowest compared OMol25 entry of this formula, charge and spin) = 62.71 kcal/mol
F_max = 12.977 eV/Å

Geometry as XYZ:
```
12
Properties=species:S:1:pos:R:3:forces:R:3
C 1.334 0.257 0.425 -2.9 -2.9 1.5
C 0.120 0.557 -0.435 0.5 -1.0 -2.2
Cl -0.114 2.255 -0.484 -0.5 2.5 0.3
C -1.170 -0.059 0.076 0.3 -0.3 3.3
C -1.056 -1.565 0.000 3.4 -8.9 -8.0
N -0.692 -2.651 -0.696 -3.6 10.1 7.2
H 0.771 0.280 1.535 2.7 0.6 -2.4
H 2.186 0.797 0.067 0.4 0.8 0.8
H 1.561 -0.838 0.262 -0.1 1.0 0.3
H 0.223 0.358 -1.546 0.2 -0.6 1.4
H -2.026 0.392 -0.479 0.4 -0.8 0.8
H -1.137 0.217 1.275 -0.8 -0.5 -3.0
```
Positions in Å, forces in eV/Å.



(7)
This record from the OMol25 dataset describes a cluster of 12 separate species, C13H37N11O23Si in total. The level of theory is ωB97M-V with the def2-TZVPD basis set.

Summary:
Structure (SMILES) = C[N+](=O)[O-].C[N+](=O)[O-].C[N+](=O)[O-].C[N+](=O)[O-].C[N+](=O)[O-].C[N+](=O)[O-].C[N+](=O)[O-].C[N+](=O)[O-].C[N+](=O)[O-].C[N+](=O)[O-].C[N+](=O)[O-].C#C[SiH2]O
Calculated total energy = -85409.995 eV
Lowest unoccupied orbital energy = -0.3 eV
Gap between HOMO and LUMO = 9.5 eV
F_max = 2.191 eV/Å

Geometry as XYZ:
```
85
Properties=species:S:1:pos:R:3:forces:R:3
C 3.068 1.117 -2.908 0.2 -0.2 -0.1
N 1.584 1.070 -2.864 0.2 -0.1 0.0
O 1.021 0.296 -3.616 -0.1 0.3 0.2
O 1.035 1.817 -2.072 0.2 -0.2 -0.6
H 3.420 0.406 -3.652 -0.2 0.0 0.1
H 3.355 2.131 -3.176 0.0 -0.2 0.3
H 3.435 0.853 -1.918 0.0 0.2 0.0
C -3.278 -3.672 4.224 0.1 0.0 -0.1
N -4.658 -3.637 3.670 0.1 -0.1 0.1
O -5.393 -4.572 3.932 0.0 0.3 -0.2
O -4.954 -2.671 2.990 -0.2 -0.3 0.1
H -3.157 -4.576 4.799 -0.1 0.2 -0.3
H -2.586 -3.654 3.384 -0.1 0.2 0.0
H -3.156 -2.794 4.855 0.0 0.0 -0.2
C 3.765 5.856 -4.212 0.0 0.2 -0.3
N 3.865 4.535 -3.542 0.0 0.2 -0.1
O 4.668 3.731 -3.998 -0.4 0.2 0.4
O 3.136 4.351 -2.582 0.5 -0.1 -0.4
H 4.466 5.882 -5.042 0.0 -0.1 0.1
H 2.743 5.972 -4.568 0.0 0.0 0.2
H 4.014 6.613 -3.472 -0.1 -0.1 0.0
C -2.088 1.985 -3.649 0.3 0.0 0.1
N -3.334 2.797 -3.632 0.0 0.1 0.0
O -3.268 3.917 -3.158 -0.2 -0.3 -0.2
O -4.334 2.280 -4.096 0.2 0.3 0.1
H -1.283 2.568 -3.208 -0.1 0.0 0.0
H -2.275 1.085 -3.068 0.0 0.0 -0.2
H -1.865 1.747 -4.688 -0.1 -0.1 0.1
C -3.409 -6.936 7.711 0.0 -0.3 0.0
N -2.961 -5.890 6.754 -0.1 0.0 0.2
O -2.217 -6.237 5.851 -0.1 0.2 0.2
O -3.370 -4.761 6.945 0.3 -0.5 0.1
H -2.970 -7.887 7.421 0.0 0.2 -0.1
H -3.071 -6.641 8.702 -0.1 0.1 -0.1
H -4.495 -6.982 7.661 0.1 0.1 0.1
C 5.631 5.774 -0.501 -0.4 0.2 0.1
N 6.404 6.795 -1.260 0.0 -0.1 0.2
O 6.296 6.792 -2.481 0.2 0.1 0.2
O 7.090 7.558 -0.615 -0.2 -0.1 -0.4
H 5.069 5.165 -1.204 0.1 0.1 0.1
H 6.341 5.168 0.048 -0.2 0.2 0.2
H 4.960 6.303 0.172 0.1 0.0 0.0
C -5.331 -3.823 -1.502 -0.2 0.2 0.1
N -4.189 -2.981 -1.951 0.1 0.0 0.0
O -4.453 -1.950 -2.541 0.3 -0.2 0.1
O -3.070 -3.389 -1.693 -0.3 0.2 -0.2
H -6.256 -3.343 -1.796 0.3 0.0 0.0
H -5.231 -4.795 -1.982 0.1 0.0 0.2
H -5.269 -3.910 -0.418 0.1 -0.1 -0.1
C 2.320 4.373 3.252 0.0 0.2 0.3
N 3.119 4.031 2.045 0.0 0.0 0.0
O 4.128 4.681 1.837 -0.3 -0.3 -0.1
O 2.703 3.121 1.352 0.2 0.3 0.1
H 2.806 5.196 3.771 0.0 -0.1 -0.1
H 1.326 4.662 2.916 0.0 -0.2 0.0
H 2.283 3.487 3.882 -0.1 0.0 -0.1
C -7.629 -4.896 -4.762 0.0 -0.1 -0.3
N -8.188 -5.158 -3.409 -0.2 -0.2 0.0
O -8.845 -6.169 -3.260 0.2 0.3 0.1
O -7.943 -4.334 -2.545 -0.4 -0.4 -0.3
H -7.924 -5.705 -5.425 0.0 0.0 0.2
H -8.035 -3.947 -5.106 0.1 0.0 0.1
H -6.546 -4.851 -4.667 -0.1 0.1 0.0
C 7.990 3.461 -2.995 0.0 -0.1 -0.3
N 7.427 3.181 -1.647 -0.1 -0.2 -0.1
O 6.765 2.171 -1.514 0.2 0.4 0.2
O 7.673 3.992 -0.769 0.3 -0.6 -0.4
H 7.692 2.663 -3.670 0.0 0.1 0.2
H 7.587 4.417 -3.325 0.1 0.0 0.1
H 9.073 3.500 -2.896 -0.1 0.1 0.1
C 1.253 -4.860 4.439 0.2 -0.3 -0.1
N 0.957 -3.664 5.272 0.0 0.1 0.1
O 1.699 -3.437 6.210 -0.3 0.0 -0.2
O -0.010 -3.000 4.952 0.2 -0.1 0.1
H 2.136 -5.354 4.837 -0.1 0.1 0.0
H 0.387 -5.517 4.490 0.0 0.1 -0.1
H 1.429 -4.515 3.422 -0.1 0.0 0.1
C -3.196 -0.739 1.044 0.2 -0.2 -1.8
C -2.132 -0.215 0.728 -0.2 -0.1 0.6
Si -0.467 0.616 0.303 0.0 -0.1 1.9
O 0.380 1.125 1.730 -0.9 0.5 -1.9
H -4.158 -1.294 0.895 1.4 1.0 0.9
H -0.646 1.799 -0.532 -0.5 0.1 0.1
H 0.434 -0.311 -0.398 -0.2 -0.3 0.0
H 0.705 2.027 1.489 0.0 -0.9 0.6
```
Positions in Å, forces in eV/Å.